[1]
Computed, not measured: a molecular structure, C33H36As2NO7SW, with ωB97M-V with the def2-TZVPD basis set.

```
81
Properties=species:S:1:pos:R:3:forces:R:3
W 0.3325 -0.1284 0.0136 -0.76 -1.54 0.21
O -1.5554 -0.4032 -0.1755 -1.44 -0.26 -0.62
C -2.5581 0.5476 -0.5838 0.10 0.76 0.07
C -1.7917 1.9008 -0.6025 0.04 -0.04 0.39
O -2.2924 2.9965 -0.5574 0.13 -0.43 -0.06
O -0.4907 1.6819 -0.6667 0.44 -0.36 0.12
C -3.0387 0.3418 -2.0174 0.16 -0.24 -0.07
C -3.6086 1.4188 -2.6930 0.01 -0.04 -0.02
C -4.0252 1.2781 -4.0037 0.00 -0.02 0.00
C -3.8955 0.0647 -4.6583 -0.04 -0.06 -0.03
C -3.3764 -1.0214 -3.9778 0.00 -0.08 -0.06
C -2.9535 -0.8877 -2.6642 0.05 0.12 0.11
C -3.7038 0.5416 0.4099 0.16 -0.10 0.01
C -4.8931 -0.1263 0.1391 0.15 0.08 0.00
C -5.9311 -0.0990 1.0547 -0.06 -0.04 0.06
C -5.7938 0.5986 2.2428 -0.06 -0.05 0.01
C -4.6029 1.2450 2.5291 0.15 0.02 0.06
C -3.5572 1.2029 1.6231 0.09 0.13 0.07
H -1.9557 -1.9602 -0.2637 0.31 0.12 0.21
H -3.7245 2.3729 -2.2031 0.03 0.04 0.08
H -4.4494 2.1282 -4.5132 -0.07 0.10 -0.08
H -4.2154 -0.0375 -5.6832 -0.04 -0.02 -0.11
H -3.3035 -1.9863 -4.4582 -0.01 -0.05 -0.07
H -2.5941 -1.7674 -2.1527 0.04 0.01 -0.02
H -5.0204 -0.6559 -0.7928 -0.01 -0.01 -0.11
H -6.8535 -0.6157 0.8322 -0.05 -0.01 -0.01
H -6.6141 0.6415 2.9428 -0.07 0.00 0.06
H -4.4904 1.7996 3.4497 -0.02 0.01 0.08
H -2.6316 1.7306 1.8516 -0.20 0.00 -0.09
C 3.6839 -1.4271 -4.1937 -0.02 -0.01 -0.07
C 2.6304 -1.8455 -3.2156 1.13 -1.43 0.27
C 1.6121 -1.0141 -2.8450 -2.22 0.34 1.42
C 0.5445 -1.3883 -1.9052 1.28 -2.74 -2.53
C 0.6547 -2.7993 -1.4579 0.45 1.56 -0.64
C 1.7186 -3.6049 -1.8130 -0.86 -0.28 0.70
C 2.6836 -3.1675 -2.6971 -0.31 1.77 -0.53
S -0.3222 -3.3275 -0.0892 -1.78 1.83 2.00
O -0.1789 -4.7102 0.1882 0.15 -0.33 -0.53
O -1.8001 -2.9444 -0.4340 0.87 -0.72 -0.39
N -0.0508 -2.3205 1.1344 -0.27 -0.36 -1.75
C 1.0981 -2.7277 1.9283 0.40 0.07 -0.18
C 2.3455 -1.9981 1.4096 0.23 -0.26 0.90
O 3.4700 -2.1586 1.7973 -0.50 -0.10 -0.30
O 2.0065 -1.0901 0.5005 0.09 0.99 -0.74
H 3.6740 -0.3550 -4.3686 0.01 0.06 -0.03
H 3.5151 -1.9320 -5.1436 0.03 0.03 -0.12
H 4.6693 -1.7226 -3.8430 0.11 0.05 0.02
H 1.5349 -0.0230 -3.2936 -0.04 -0.20 0.02
H -0.4546 -1.1332 -2.3256 0.29 0.48 0.79
H 1.7526 -4.6018 -1.4009 0.12 -0.14 0.06
H 3.4812 -3.8207 -3.0073 0.14 -0.17 -0.03
H 1.2439 -3.8105 1.8731 0.18 0.13 0.23
H 0.9476 -2.4598 2.9819 0.00 -0.02 -0.22
C -0.6813 0.2772 4.0606 -0.14 -0.43 -0.88
As 0.1170 0.8257 2.2872 1.13 2.27 3.32
C -0.1548 2.8321 2.5185 -0.16 -0.38 -0.59
C 2.0561 0.8685 2.7251 0.09 0.08 -0.19
C 2.5614 0.5755 3.9908 -0.46 -0.06 -0.16
C 3.9155 0.6959 4.2598 0.06 0.05 -0.03
C 4.7777 1.1534 3.2798 -0.08 -0.01 0.04
C 4.2897 1.4429 2.0166 -0.27 0.12 -0.31
C 2.9408 1.2856 1.7150 -0.35 -0.14 -0.27
As 2.2936 1.4545 -0.1844 2.97 1.77 1.08
C 2.5111 3.4436 -0.3641 -0.60 -0.44 -0.27
C 4.0146 0.9427 -1.0770 -0.62 -0.26 -0.02
H -0.3645 -0.7372 4.3125 -0.02 0.11 -0.04
H -1.7716 0.2736 3.9547 0.21 0.02 -0.07
H -0.4060 0.9661 4.8676 0.18 0.00 -0.50
H 0.8187 3.3155 2.6559 -0.13 -0.34 -0.05
H -0.7820 3.0598 3.3846 0.06 -0.32 -0.09
H -0.6307 3.2471 1.6256 0.04 -0.08 0.07
H 1.8944 0.2332 4.7738 0.04 0.03 0.00
H 4.2956 0.4345 5.2349 0.01 0.00 0.11
H 5.8293 1.2703 3.4885 0.11 -0.01 0.03
H 4.9690 1.7871 1.2463 0.06 -0.05 0.06
H 3.4111 3.7723 0.1712 -0.22 -0.42 -0.08
H 1.6380 3.9610 0.0381 0.06 -0.12 -0.04
H 2.6081 3.7044 -1.4225 -0.05 -0.11 0.16
H 4.7673 1.7353 -1.0241 -0.33 -0.04 0.13
H 3.8166 0.7279 -2.1289 -0.01 0.09 0.05
H 4.3938 0.0318 -0.6074 -0.11 0.12 0.02
```
Positions in Å, forces in eV/Å.

The calculation puts the calculated total energy at -6797.11966 hartree. Its maximum force is 4.18 eV Å⁻¹. Its lowest unoccupied orbital energy (alpha / beta) is -4.801 / -4.798 eV. Its frontier orbital gap (alpha / beta) is 6.09 / 6.14 eV. Its net charge is +1. The calculation puts the energy above the lowest of the compared OMol25 structures with the same formula, charge and spin at 69.9 kcal/mol.

=====

[2]
Computed, not measured: a molecular structure, C33H36BF9N3OP2TeTi, with ωB97M-V with the def2-TZVPD basis set.

```
87
Properties=species:S:1:pos:R:3:forces:R:3
Ti 0.4892 0.2029 -0.3901 -0.73 0.91 0.49
C 1.9607 0.5424 2.4511 -0.13 -0.19 -0.16
P 2.2453 -1.1496 1.8524 0.27 0.20 0.86
C 4.0055 -1.4191 1.6333 -0.32 0.06 0.18
C 4.5086 -2.7148 1.5235 -0.03 0.02 -0.03
C 5.8567 -2.9056 1.2848 -0.01 -0.08 0.03
C 6.7084 -1.8138 1.1815 -0.03 0.03 -0.03
C 6.2159 -0.5268 1.3298 0.01 0.03 0.01
C 4.8637 -0.3255 1.5495 -0.01 0.08 -0.02
C 1.5978 -2.2449 3.1233 0.17 0.04 -0.23
C 2.3933 -2.6894 4.1744 0.03 0.02 0.00
C 1.8429 -3.4979 5.1560 0.00 -0.02 0.07
C 0.5044 -3.8575 5.0886 -0.06 0.02 0.00
C -0.2932 -3.4008 4.0485 -0.01 0.01 0.02
C 0.2515 -2.5931 3.0644 0.00 0.01 -0.02
C 0.4868 0.8150 2.4746 -0.06 0.08 0.34
C -0.2332 1.2545 3.5554 0.16 -0.09 -0.03
C -1.5672 1.4241 3.1201 -0.02 0.05 -0.15
C -1.5989 1.0667 1.7952 -0.13 0.09 0.27
C -2.8200 0.9677 0.9421 0.16 -0.12 -0.15
P -2.4402 1.2125 -0.8502 -0.65 0.50 0.75
C -3.9517 0.5049 -1.6288 0.26 0.03 -0.24
C -4.2165 0.8476 -2.9597 0.04 -0.02 0.02
C -5.2492 0.2530 -3.6642 0.02 0.02 -0.07
C -6.0289 -0.7248 -3.0638 0.01 -0.04 0.03
C -5.7556 -1.1039 -1.7597 -0.05 -0.02 -0.08
C -4.7281 -0.4981 -1.0496 -0.03 0.06 0.08
C -2.6336 3.0273 -1.0306 0.23 -0.05 -0.10
C -1.5472 3.7688 -0.5554 -0.05 -0.10 0.03
C -1.4933 5.1415 -0.7301 -0.02 0.04 -0.01
C -2.5184 5.7911 -1.4032 0.00 0.02 0.04
C -3.6141 5.0692 -1.8504 -0.05 0.02 -0.02
C -3.6817 3.6963 -1.6572 -0.02 -0.03 0.08
N -0.3427 0.6806 1.3689 -0.32 0.26 0.56
H 2.4941 1.2640 1.8343 0.08 -0.05 -0.01
H 2.3572 0.6180 3.4643 0.01 -0.02 0.01
H 3.8385 -3.5609 1.5893 0.02 -0.03 -0.04
H 6.2404 -3.9092 1.1608 0.01 0.00 0.01
H 7.7582 -1.9676 0.9682 0.01 -0.01 0.04
H 6.8724 0.3301 1.2618 0.03 -0.03 -0.04
H 4.4928 0.6873 1.6313 0.00 -0.02 -0.03
H 3.4392 -2.4094 4.2188 0.00 -0.03 0.00
H 2.4571 -3.8513 5.9737 0.01 0.00 -0.01
H 0.0747 -4.4918 5.8531 0.03 -0.01 0.01
H -1.3395 -3.6731 4.0062 0.00 -0.01 0.00
H -0.3590 -2.2265 2.2494 -0.01 -0.02 0.00
H 0.1618 1.4346 4.5435 0.02 0.02 -0.02
H -2.4028 1.7715 3.7070 -0.03 -0.03 -0.03
H -3.5733 1.6844 1.2687 -0.04 -0.02 0.00
H -3.2509 -0.0302 1.0559 0.01 0.01 -0.01
H -3.5947 1.5831 -3.4560 -0.04 0.04 -0.01
H -5.4348 0.5440 -4.6902 0.00 0.01 0.01
H -6.8316 -1.1981 -3.6134 0.00 0.00 0.00
H -6.3399 -1.8848 -1.2906 -0.01 0.02 0.02
H -4.5528 -0.8369 -0.0381 0.01 0.06 -0.01
H -0.7471 3.2621 -0.0291 0.05 0.07 -0.06
H -0.6439 5.6991 -0.3579 0.00 -0.02 0.01
H -2.4689 6.8593 -1.5699 0.00 0.00 0.00
H -4.4218 5.5763 -2.3630 -0.02 0.00 0.04
H -4.5615 3.1595 -1.9827 0.02 -0.02 -0.07
N 0.4588 1.0662 -2.3096 0.29 0.18 -1.19
C -0.3691 0.5689 -3.4482 -0.18 -0.14 0.06
C -0.5367 -0.9482 -3.4883 -0.24 0.41 0.54
C -1.3923 -1.5156 -2.3596 -0.01 0.05 -0.19
N -0.8350 -1.3651 -0.9752 -0.25 -0.75 -0.30
H 0.3272 2.0721 -2.2315 -0.01 0.06 0.05
H 1.4387 0.9526 -2.6275 -0.13 0.11 -0.13
H 0.0763 0.8889 -4.3907 0.07 0.11 0.07
H -1.3570 1.0256 -3.3632 0.04 0.06 -0.05
H 0.4239 -1.4286 -3.5310 0.33 -0.26 -0.24
H -1.0217 -1.2104 -4.4297 -0.08 0.03 0.00
H -1.5767 -2.5694 -2.5658 0.09 -0.05 0.16
H -2.3477 -1.0048 -2.3874 -0.07 -0.08 0.01
H -0.2507 -2.1995 -0.8116 -0.21 -0.11 -0.18
H -1.6128 -1.4491 -0.3263 0.03 0.09 0.12
F 3.5525 2.7254 0.3853 0.05 -0.03 0.02
B 2.6321 2.2718 -0.5046 -0.53 0.31 -0.01
F 2.6827 2.8123 -1.7543 0.21 -0.08 0.03
F 2.6707 0.8093 -0.5613 -0.13 -0.05 0.09
F 1.2751 2.4289 0.0072 0.09 -0.05 -0.02
F 4.1064 -1.1417 -1.5828 -0.66 0.28 0.11
Te 2.2470 -1.5985 -1.7836 3.80 -3.29 -2.47
F 2.7574 -2.6669 -3.2501 -0.27 0.34 0.39
F 3.0044 -3.0330 -0.7348 -0.43 0.40 0.12
F 0.8378 -3.1417 -1.7788 -0.12 0.67 -0.10
F 2.5612 -0.2420 -3.3258 -0.63 -0.04 0.43
O 1.3667 -1.3417 0.6090 0.18 0.12 0.35
```
Positions in Å, forces in eV/Å.

Its expectation value of S² is 0.753. The calculation puts the calculated total energy at -4242.90650 hartree. Its maximum force is 5.60 eV Å⁻¹. Its lowest unoccupied orbital energy (alpha / beta) is -0.368 / -0.035 eV. The spin multiplicity is 2. Its frontier orbital gap (alpha / beta) is 7.59 / 7.92 eV. The calculation puts the energy above the lowest of the compared OMol25 structures with the same formula, charge and spin at 36.0 kcal/mol.

=====

[3]
Computed, not measured: 4 unconnected molecules or ions with the total composition C33H36BrNO9P, with ωB97M-V with the def2-TZVPD basis set.

```
81
Properties=species:S:1:pos:R:3:forces:R:3
C 3.6531 4.1494 0.8029 0.11 -0.99 -0.23
C 3.4913 2.6008 0.9222 0.41 -1.16 0.04
C 4.6920 1.7799 0.8216 -1.92 -1.44 0.22
C 4.5662 0.3389 0.8933 -1.21 1.06 0.18
C 3.2829 -0.3565 1.0830 0.71 1.55 0.17
C 3.3183 -1.9137 1.1187 0.13 0.18 -0.04
C 2.2584 -2.5812 2.0721 -0.12 -0.04 -0.63
C 3.2310 -2.4330 -0.3946 0.33 0.14 0.88
C 2.1081 0.4831 1.2050 2.30 0.72 -0.37
O 0.8432 -0.0856 1.4189 -0.24 0.63 -0.69
C 0.2330 -0.5889 0.2214 0.34 -0.51 -0.37
C -1.2446 -0.0709 -0.0044 -0.15 -2.19 -1.43
C -1.3907 0.2230 -1.5675 0.80 1.19 0.62
O -2.6864 0.7160 -1.9197 1.19 0.73 0.90
C -2.7590 2.0154 -1.2950 -1.49 -0.47 0.12
C -2.8121 1.8521 0.2681 -1.00 0.64 -1.59
N -1.6331 1.0945 0.8397 0.89 2.85 -0.52
P -2.0275 0.6626 2.5766 0.36 -2.32 2.62
O -0.7120 1.1122 3.5205 -1.76 0.37 -1.26
Br -3.7158 1.9473 3.3698 0.82 0.15 -0.40
C 2.2296 1.9300 1.1113 0.82 -0.69 -0.09
H 2.6690 4.6750 0.8683 0.92 -0.36 -0.04
H 4.1487 4.3480 -0.1866 -0.62 0.04 0.88
H 4.3610 4.5064 1.5902 -0.74 -0.17 -0.54
H 5.6991 2.2275 0.6843 -0.92 -0.26 0.13
H 5.4936 -0.2748 0.8028 -0.91 0.49 0.14
H 4.3347 -2.1931 1.5127 -0.94 0.37 -0.38
H 2.6659 -3.4408 2.6562 -0.09 0.91 -0.80
H 1.8058 -1.8681 2.7999 0.55 -0.52 -0.59
H 1.4240 -3.0029 1.4424 0.69 0.35 0.78
H 2.7063 -1.6461 -0.9865 0.28 -0.91 0.17
H 4.2772 -2.5596 -0.7875 -1.10 0.11 0.17
H 2.6951 -3.4178 -0.4338 0.50 0.92 -0.12
H 0.1980 -1.7075 0.3012 -0.09 0.95 -0.16
H 0.8823 -0.3305 -0.6671 -0.86 -0.16 0.89
H -1.9777 -0.8977 0.2057 0.60 0.87 0.19
H -1.0929 -0.6507 -2.1916 -0.45 0.51 0.73
H -0.6515 1.0523 -1.7805 -0.44 -0.95 -0.03
H -1.9756 2.7233 -1.6618 -0.36 -0.67 0.32
H -3.7706 2.4148 -1.5861 1.04 -0.16 0.32
H -3.7488 1.2663 0.4752 0.97 0.58 0.05
H -2.8734 2.8908 0.6892 0.13 -1.21 0.03
H -0.8374 1.7622 0.8699 -0.15 -0.41 -0.16
H -1.0492 1.4576 4.3734 0.28 0.02 -0.39
H 1.2967 2.5374 1.2022 0.85 -0.47 -0.02
C 4.8769 1.3935 -3.0917 -0.06 -0.11 0.16
C 3.8651 0.7284 -2.5379 0.09 -0.02 0.02
C 2.5132 0.7569 -3.1321 0.02 0.00 -0.07
O 1.5833 0.1496 -2.6242 0.06 0.12 -0.08
C 2.3236 1.5499 -4.3666 -0.05 0.05 -0.07
C 3.3337 2.2157 -4.9225 -0.22 -0.03 -0.03
C 4.6908 2.1883 -4.3275 0.26 0.13 -0.12
O 5.6115 2.7922 -4.8326 -0.13 -0.06 0.07
H 5.8740 1.3848 -2.6694 0.01 0.02 -0.03
H 3.9840 0.1433 -1.6359 -0.02 0.03 0.01
H 1.3256 1.5574 -4.7873 0.00 -0.03 0.00
H 3.2135 2.8015 -5.8252 0.05 0.00 0.01
C 0.0257 -4.9124 5.8103 -0.07 -0.03 0.17
C -0.7660 -4.5996 6.8350 0.13 -0.13 -0.12
C -1.3763 -3.2553 6.9519 -0.17 -0.02 0.29
O -2.0956 -2.9673 7.8843 0.07 0.02 -0.14
C -1.0736 -2.2731 5.8844 0.11 0.07 -0.23
C -0.2827 -2.5854 4.8604 -0.13 0.15 0.03
C 0.3279 -3.9309 4.7440 0.16 -0.22 -0.10
O 1.0483 -4.2162 3.8077 -0.55 -0.21 0.48
H 0.4809 -5.8894 5.7089 0.02 0.02 -0.04
H -0.9981 -5.3051 7.6228 -0.03 0.05 0.02
H -1.5291 -1.2959 5.9863 -0.03 -0.02 0.08
H -0.0508 -1.8788 4.0724 0.03 -0.02 -0.01
C -7.8817 -0.1925 -4.6706 0.02 0.07 -0.19
C -7.2000 0.4030 -5.6483 -0.17 -0.09 0.08
C -5.8088 0.8673 -5.4422 0.03 0.09 -0.25
O -5.1862 1.4118 -6.3297 -0.02 -0.04 0.14
C -5.2047 0.6423 -4.1081 0.05 -0.01 0.19
C -5.8857 0.0474 -3.1318 0.17 0.11 -0.03
C -7.2772 -0.4171 -3.3373 -0.21 -0.14 0.13
O -7.8961 -0.9611 -2.4465 0.11 0.08 -0.05
H -8.8992 -0.5376 -4.8026 0.01 -0.02 0.05
H -7.6259 0.5745 -6.6288 0.05 0.02 0.00
H -4.1869 0.9869 -3.9748 0.01 -0.03 -0.05
H -5.4590 -0.1242 -2.1511 -0.02 -0.05 0.00
```
Positions in Å, forces in eV/Å.

The calculation puts the calculated total energy at -4925.97069 hartree. Its maximum force is 3.52 eV Å⁻¹. Its lowest unoccupied orbital energy is -3.784 eV. Its frontier orbital gap is 7.46 eV. Its net charge is +1.